Record 1
69
Properties=species:S:1:pos:R:3:forces:R:3:mulliken_spin:R:1 method="wB97M-V/def2-TZVPD" e_homo_ev="-10.240 / -10.241" orbital_gap_ha="0.2664 / 0.2691" spin_multiplicity=5 charge=+1
Pm -0.525140 1.929539 1.941315 0.7 -3.2 -0.6 4.05
Cl -1.165510 4.544914 2.732767 1.9 0.1 0.2 0.00
Si -3.624804 -0.112332 1.137805 0.6 -0.2 -1.2 0.00
Si 2.874013 2.100615 1.497957 0.7 0.9 -0.1 0.00
O -0.044771 -2.397060 -1.076469 -0.2 0.0 0.6 0.00
O -0.382141 5.652939 2.261448 -1.2 -1.6 0.5 0.00
O -1.778353 3.760015 1.522089 0.8 1.8 2.3 0.00
O -0.128756 3.459422 3.421737 -2.4 3.5 -0.3 -0.01
O 0.599429 -0.143904 -1.471580 -0.1 -0.8 -0.3 -0.01
O -2.141446 4.852138 3.700944 0.1 -0.2 -0.6 0.00
C 0.553403 -3.053996 0.115295 -0.2 -0.1 -0.7 0.00
C 1.704523 -3.942398 -0.326654 -0.4 0.2 0.1 0.00
C 2.017720 -0.515844 -1.710070 -0.4 0.5 -0.1 0.00
C 0.293467 1.519301 -3.252541 -0.1 -0.5 0.2 0.00
C 2.773360 0.447880 2.396123 0.1 -0.2 0.2 0.01
C -0.837739 -4.183282 -2.540611 -0.1 0.4 0.4 0.00
C 2.306139 -1.460847 -2.872452 -0.4 0.1 0.1 0.00
C -0.156640 0.177508 -2.687088 0.5 0.5 0.2 0.00
C -4.753736 1.056485 2.051853 0.1 0.2 0.3 0.00
C 4.232464 2.040332 0.226456 0.1 -0.2 -0.1 0.00
C -1.884921 0.384084 0.698897 -0.9 0.2 1.0 -0.01
C -3.600015 -1.708271 2.112932 0.2 0.0 0.1 0.00
C 1.310750 2.535234 0.673541 -1.5 1.1 -0.7 -0.02
C 3.315090 3.452196 2.722895 0.2 -0.2 0.1 0.00
C -4.453997 -0.347482 -0.527803 -0.3 -0.1 0.2 0.00
C -1.230504 -2.931743 -1.772731 0.4 -0.3 0.1 0.00
H -1.008276 -0.125419 1.147453 -0.3 -0.2 -0.8 0.00
H 0.029187 -4.007867 -3.180425 -0.1 0.0 0.1 0.00
H 1.742868 0.066656 2.457495 0.1 -0.2 0.1 0.00
H -4.649859 2.099256 1.732406 -0.1 -0.1 0.1 0.00
H -4.572092 -2.200920 2.019547 0.1 0.0 0.1 0.00
H 2.499050 -3.353667 -0.783882 0.0 0.0 0.0 0.00
H 2.502698 0.440796 -1.879155 0.3 0.0 0.1 0.00
H 2.571418 3.542088 3.522144 0.1 0.1 0.0 0.00
H -0.307431 1.709708 -4.128541 -0.1 0.2 -0.4 0.00
H -1.996474 -3.111414 -1.014750 0.0 0.0 -0.1 0.00
H -2.826227 -2.397834 1.756600 -0.1 0.0 0.0 0.00
H 0.910728 -2.235203 0.751475 -0.2 -0.1 -0.2 0.00
H 0.042143 -1.302146 -1.057926 0.4 0.2 -0.4 0.00
H 1.379278 -4.715742 -1.021619 0.1 0.1 0.1 0.00
H 3.358379 -1.720812 -2.821149 0.2 0.0 0.0 0.00
H 0.873598 3.426051 1.237995 1.2 0.0 -0.9 -0.01
H 1.736379 -2.394215 -2.830291 0.1 0.2 0.0 0.00
H 3.168466 0.541345 3.417949 -0.1 -0.2 -0.2 0.00
H -4.091541 -1.246569 -1.033632 0.0 0.1 0.0 0.00
H -3.419012 -1.507771 3.175142 0.0 -0.1 -0.1 0.00
H 4.125708 2.874034 -0.476389 0.1 -0.1 0.1 0.00
H 3.375197 -0.305197 1.864241 -0.2 0.1 0.2 0.00
H -1.679342 -4.450088 -3.162288 -0.2 -0.2 -0.2 0.00
H 4.290747 3.234001 3.174791 -0.2 0.1 0.1 0.00
H -4.267621 0.518088 -1.174105 -0.1 -0.1 0.1 0.00
H 0.128315 2.327701 -2.540215 0.0 -0.1 0.0 0.00
H 2.144721 -0.977911 -3.838371 0.0 -0.1 0.1 0.00
H 3.386549 4.418827 2.206202 -0.1 -0.2 0.1 0.00
H 5.201438 2.128577 0.724111 0.0 -0.1 -0.1 0.00
H -0.637226 -5.004531 -1.855802 0.0 -0.1 -0.1 0.00
H -5.530411 -0.442280 -0.371890 -0.1 0.0 -0.3 0.00
H -0.002967 -0.640379 -3.395177 0.0 0.1 -0.1 0.00
H -1.559598 -2.131312 -2.443983 0.1 -0.1 0.3 0.00
H -1.736745 1.326389 0.120912 0.1 -1.0 -0.4 0.00
H 2.375702 -0.931903 -0.756322 -0.3 0.2 -0.2 0.00
H 1.374674 2.892700 -0.383619 0.1 -0.5 0.8 0.00
H 2.096619 -4.414804 0.563512 0.2 -0.2 0.2 0.00
H -1.222499 0.192815 -2.418486 0.4 0.1 0.3 0.00
H -5.789896 0.746846 1.859121 0.2 0.1 0.1 0.00
H 1.341047 1.507295 -3.558713 -0.1 0.0 0.0 0.00
H -0.254811 -3.588015 0.619791 0.1 0.0 0.0 0.00
H 4.214831 1.101202 -0.334574 0.1 0.1 0.0 0.00
H -4.589599 0.996182 3.134361 0.0 0.2 -0.1 0.00

Record 2
58
Properties=species:S:1:pos:R:3:forces:R:3:lowdin_charge:R:1 method="wB97M-V/def2-TZVPD" e_homo_ev=-17.152 orbital_gap_ha=0.2544 e_above_lowest_kj_mol=87.5 charge=+3
I 0.487846 -1.859725 3.076485 0.1 0.0 -0.2 1.15
As -1.483016 0.650981 -0.676582 -0.2 0.1 -0.1 1.41
Ge 1.916837 1.715676 2.556112 -0.3 0.1 -0.3 0.05
Ti 1.505863 -0.109479 0.726496 0.1 -0.2 0.7 0.40
Cl 0.323562 3.014982 2.987983 0.1 0.1 0.1 0.27
Cl 2.291840 1.797989 -0.141104 0.0 -0.2 -0.1 0.29
Cl 3.674420 2.564936 3.293553 0.1 -0.1 0.0 0.27
O 1.533268 -1.966878 0.027493 0.2 0.1 -0.1 -0.16
O -0.211590 0.150879 0.492688 0.1 0.2 0.1 -0.59
N 3.541587 -0.631018 1.409392 -0.1 0.0 0.0 0.06
N 1.626946 -4.201901 0.019462 0.0 0.0 -0.1 0.28
C 1.103549 -3.084196 0.445189 -0.1 0.0 0.1 -0.55
C 1.214564 0.493981 -3.786717 0.0 0.0 0.0 -0.04
C 5.987206 -1.157554 2.118691 0.1 0.0 0.0 -0.17
C -0.032018 -3.114154 1.421446 0.0 0.0 0.0 -0.44
C -4.025165 -2.512033 0.068092 0.0 0.0 0.0 -0.04
C -3.989717 3.850642 0.062691 0.0 0.0 0.0 -0.03
C -0.342220 2.473064 -2.566759 0.0 0.1 0.0 -0.08
C -0.432113 1.145581 -2.166577 -0.1 -0.1 0.0 -0.35
C -3.427318 2.889506 2.205258 0.0 0.0 0.0 -0.05
C 0.347516 0.150081 -2.764268 0.0 0.0 0.0 -0.13
C -3.281656 -2.768483 -2.217602 0.0 0.0 0.0 -0.03
C 0.526116 2.803507 -3.598809 0.0 0.0 0.0 -0.03
C -2.476451 -0.950330 -0.883726 0.1 0.1 0.0 -0.32
C 6.611808 -0.011858 2.933951 0.0 0.0 0.0 -0.06
C 1.297968 1.819358 -4.204750 0.0 0.0 0.0 -0.02
C -3.250876 -1.371426 0.199673 0.0 0.0 0.0 -0.10
C -2.462051 2.015977 0.199109 0.1 -0.2 -0.1 -0.32
C -4.118099 3.827910 1.446414 0.0 0.0 0.0 -0.02
C 4.622662 -0.870509 1.718902 -0.1 0.0 0.0 -0.10
C -3.165351 2.937506 -0.574062 0.0 0.0 -0.1 -0.08
C -4.037511 -3.207756 -1.138655 0.0 0.0 0.0 -0.02
C -2.493239 -1.631913 -2.098415 0.0 0.0 0.0 -0.08
C -2.595592 1.973318 1.583839 0.0 0.0 0.0 -0.14
H -0.923719 3.248516 -2.080770 0.1 -0.1 0.0 0.11
H -4.643219 -2.842973 0.892019 0.0 0.0 0.0 0.13
H -3.098586 2.941204 -1.657274 0.0 0.0 0.1 0.11
H 1.967013 2.083422 -5.012883 0.0 0.0 0.0 0.13
H 6.552281 -1.348273 1.202596 0.0 0.0 0.0 0.14
H -4.538647 4.574847 -0.523355 0.0 0.0 0.0 0.13
H -0.908380 -2.657217 0.959651 0.0 0.0 0.0 0.05
H -3.541115 2.871137 3.280858 0.0 0.0 0.0 0.12
H 6.682643 0.897777 2.341143 0.0 0.0 0.0 0.09
H 1.811067 -0.266919 -4.271369 0.0 0.0 0.0 0.12
H -4.661731 -4.085237 -1.244073 0.0 0.0 0.0 0.13
H -1.934867 -1.271285 -2.951894 0.0 0.0 0.0 0.10
H 0.261980 -0.885827 -2.454331 0.0 0.0 0.0 0.10
H -2.050375 1.245509 2.171799 0.0 0.0 0.0 0.09
H 6.038294 0.187721 3.836987 0.0 0.0 0.0 0.08
H 5.964610 -2.089082 2.689761 0.0 0.0 0.0 0.14
H -3.276805 -0.800414 1.121638 0.0 0.0 0.0 0.11
H -4.767188 4.540928 1.936558 0.0 0.0 0.0 0.13
H 0.597678 3.830882 -3.928707 0.0 0.0 0.0 0.13
H -0.270651 -4.105466 1.794515 0.0 0.0 0.1 0.08
H 7.615701 -0.308284 3.227342 0.0 0.0 0.0 0.10
H -3.321262 -3.297363 -3.160252 0.0 0.0 0.0 0.13
H 2.375242 -4.187516 -0.663440 0.0 0.0 0.0 0.16
H 1.280480 -5.102769 0.318574 0.0 0.0 0.0 0.16

Record 3
56
Properties=species:S:1:pos:R:3:forces:R:3:lowdin_charge:R:1 method="wB97M-V/def2-TZVPD" e_homo_ev=-7.778 orbital_gap_ha=0.3080 e_above_lowest_kj_mol=0.0
F -0.696135 -0.638305 4.584959 0.1 -0.1 -0.2 0.07
O 0.672063 -2.892190 4.129528 -0.2 0.5 0.1 -0.06
N -0.176365 2.189077 0.341403 0.0 -0.2 0.8 0.15
N -0.409739 2.834089 -0.799972 0.0 -0.7 -0.5 -0.08
N -0.138891 -3.808824 -1.627110 0.3 -0.4 0.5 -0.13
N -1.184604 -3.560506 -0.831742 -0.8 0.3 0.0 0.10
N 0.335847 -4.747439 0.280400 0.4 -0.4 0.2 0.08
N 0.856232 -1.192240 -2.293559 0.2 0.1 -0.1 -0.04
C 0.943164 -2.276488 -3.257881 0.0 -0.1 -0.2 -0.39
C 0.010864 6.443072 -0.164831 -0.1 0.0 -0.1 -0.05
C -0.553447 4.228844 -0.861647 -0.2 0.8 0.0 -0.15
C 0.203364 5.073256 -0.040536 0.0 -0.2 -0.1 -0.20
C 0.766539 -4.522723 -0.939614 -0.2 0.1 0.0 -0.15
C 0.861803 -1.234999 0.842901 -0.1 0.2 0.0 -0.03
C 0.112646 -0.092652 1.094746 0.1 -0.3 0.4 -0.16
C 0.835392 -1.829862 -4.724133 0.0 -0.1 0.4 -0.05
C -0.864555 -4.134487 0.302248 0.1 -0.1 -0.3 -0.22
C -0.177826 -0.837301 3.351481 0.0 0.0 0.1 -0.19
C 1.199130 4.539605 0.938299 0.1 0.0 0.2 -0.05
C 0.552326 -2.007801 3.107639 0.0 0.1 0.0 -0.21
C -0.390608 0.110936 2.379368 0.0 -0.2 0.1 0.06
C -0.892507 6.973986 -1.067752 0.0 0.1 0.0 -0.09
C -0.129294 0.897574 0.055687 -0.1 0.5 -0.6 -0.18
C -1.635434 6.128658 -1.872838 0.0 0.1 0.0 -0.09
C -0.346437 0.697099 -1.334311 -0.1 0.2 -0.1 -0.13
C -0.457771 -0.579804 -2.097171 0.0 0.0 -0.1 -0.17
C -0.116462 -3.358627 -2.989599 0.3 0.3 -0.5 -0.11
C -1.468314 4.761654 -1.765403 0.1 -0.1 0.1 -0.02
C 1.324719 -4.114148 3.873350 0.1 -0.2 -0.1 -0.08
C -0.523394 1.965762 -1.834652 0.1 -0.3 0.1 0.00
C 1.091751 -2.168983 1.836306 0.0 -0.1 0.4 -0.03
H -2.349140 6.529373 -2.576548 -0.1 0.0 -0.1 0.10
H -2.064396 4.097677 -2.373230 -0.1 -0.1 0.0 0.11
H 0.082345 -4.211640 -3.646466 -0.1 0.1 0.0 0.13
H 1.810574 5.345765 1.335909 0.1 0.1 0.0 0.07
H 1.844850 3.799400 0.469960 0.1 0.0 0.1 0.08
H 0.874400 -4.642177 3.027265 0.1 0.0 0.0 0.08
H -0.963557 -0.362104 -3.051901 0.0 -0.1 0.1 0.12
H 1.528704 -0.473895 -2.546768 -0.1 -0.1 0.1 0.12
H 1.273872 -1.392106 -0.142190 0.0 0.0 0.0 0.09
H 2.391560 -3.961891 3.679264 0.0 0.0 0.0 0.10
H 1.684014 -3.040009 1.609335 0.0 -0.1 0.0 0.09
H -0.146099 -1.408884 -4.928907 -0.1 0.1 -0.1 0.07
H 1.205289 -4.703754 4.780831 0.0 0.0 -0.1 0.09
H -1.071457 -1.281882 -1.523728 0.0 0.1 -0.1 0.10
H -1.501931 -4.117610 1.161583 -0.2 0.1 0.2 0.11
H -0.956676 0.999152 2.608067 -0.1 0.1 0.1 0.12
H 0.992533 -2.673522 -5.390804 0.0 -0.1 -0.2 0.08
H -1.017897 8.043643 -1.141025 0.0 0.1 0.0 0.10
H 1.588832 -1.075317 -4.940179 0.1 0.0 0.0 0.08
H 0.589131 7.107330 0.460917 0.1 0.0 0.1 0.11
H -0.697820 2.296511 -2.839069 -0.1 0.1 -0.2 0.13
H 1.937059 -2.722157 -3.107328 -0.1 0.0 -0.1 0.14
H 0.687936 4.041057 1.758914 0.1 0.0 0.0 0.08
H -1.114439 -2.973181 -3.205993 0.1 -0.1 0.0 0.13
H 1.698048 -4.861490 -1.343953 0.2 0.0 -0.2 0.13